No. 1
Formula: C2H5O
Source: the Open Molecules 2025 dataset
Level of theory: ωB97M-V/def2-TZVPD

XYZ file:
```
8
Properties=species:S:1:pos:R:3:forces:R:3
O -1.751 -0.788 -0.870 3.6 -2.0 -1.9
H -2.472 -0.412 -0.503 -3.8 1.9 1.9
C 0.475 0.130 0.553 -3.2 0.0 -0.3
C 1.668 0.672 0.434 0.1 0.5 -0.5
H -0.100 -0.658 0.031 1.0 -0.7 -0.3
H -0.488 0.607 0.954 1.9 0.2 0.3
H 2.434 0.264 -0.250 -0.3 0.1 0.7
H 1.777 1.687 0.808 0.6 -0.1 0.1
```
Forces are in eV/Å.

## Properties
Net charge: -1
Relative energy (zero: lowest compared OMol25 entry of this formula, charge and spin) in kcal per mole: 33.1
Frontier orbital gap in eV: 6.95

---

No. 2
Formula: C2H5O2P
Source: the Open Molecules 2025 dataset
Level of theory: ωB97M-V/def2-TZVPD

XYZ file:
```
10
Properties=species:S:1:pos:R:3:forces:R:3
C -0.733 1.067 -1.005 -1.1 -1.2 -1.5
O -0.333 -0.259 -0.464 1.0 1.1 0.3
C 0.965 -0.301 0.133 -2.3 1.9 -1.8
O 1.584 0.700 0.325 0.2 0.1 0.2
P 1.583 -1.977 0.438 -0.5 -1.5 -0.9
H -1.506 1.653 -0.474 0.7 -0.8 0.5
H -1.150 0.941 -2.046 0.1 -0.7 1.2
H 0.110 1.645 -1.253 1.3 0.9 0.6
H 1.852 -1.537 1.691 0.6 0.1 1.4
H 2.844 -1.639 -0.082 0.2 0.1 0.1
```
Forces are in eV/Å.

## Properties
SMILES string: COC(=O)P
Relative energy (zero: lowest compared OMol25 entry of this formula, charge and spin) in kcal per mole: 28.9
Frontier orbital gap in eV: 10.78

---

No. 3
Formula: C2H5O2S
Source: the Open Molecules 2025 dataset
Level of theory: ωB97M-V/def2-TZVPD

XYZ file:
```
10
Properties=species:S:1:pos:R:3:forces:R:3
C 0.464 1.323 1.156 0.4 -1.9 -0.2
S 0.730 0.108 -0.037 4.3 -3.3 2.9
C -0.769 -0.770 -0.668 -1.0 -0.3 -0.6
O 1.314 0.804 -1.200 -0.8 -1.1 0.1
O 1.616 -1.180 0.586 -3.4 4.4 -2.4
H -0.336 1.699 0.573 -1.4 1.7 0.0
H 0.129 0.860 2.102 -0.1 0.1 -0.4
H -1.363 -1.300 0.202 1.5 1.0 -1.8
H -1.488 -0.084 -1.275 1.3 -0.8 1.3
H -0.297 -1.459 -1.441 -0.8 0.4 1.2
```
Forces are in eV/Å.

## Properties
Net charge: -1
SMILES string: C=[S@@](C)(=O)[O-]
Relative energy (zero: lowest compared OMol25 entry of this formula, charge and spin) in kcal per mole: 90.4
Frontier orbital gap in eV: 7.47

---

No. 4
Formula: C2H5O3
Source: the Open Molecules 2025 dataset
Level of theory: ωB97M-V/def2-TZVPD

XYZ file:
```
10
Properties=species:S:1:pos:R:3:forces:R:3
C 1.316 0.905 -0.341 1.7 -0.5 1.1
O 0.387 0.738 0.637 -0.5 0.4 1.6
H 1.540 1.970 -0.452 0.1 0.2 0.0
H 2.308 0.404 -0.022 -0.9 0.5 -0.9
H 0.995 0.564 -1.313 0.0 -0.5 -0.7
O -2.452 -1.792 -0.594 1.8 0.4 2.4
C -1.700 -1.128 0.192 0.0 1.1 -2.4
O -0.584 -1.397 0.797 -2.3 -1.6 -0.4
H -1.929 0.008 0.146 0.1 -1.1 0.7
H 0.119 -0.274 0.949 0.0 1.2 -1.4
```
Forces are in eV/Å.

## Properties
Net charge: -1
Relative energy (zero: lowest compared OMol25 entry of this formula, charge and spin) in kcal per mole: 34.9
Frontier orbital gap in eV: 8.83

---

No. 5
Formula: C2H5O3
Source: the Open Molecules 2025 dataset
Level of theory: ωB97M-V/def2-TZVPD

XYZ file:
```
10
Properties=species:S:1:pos:R:3:forces:R:3
O 1.108 -0.175 -0.230 -0.3 0.2 0.0
C 0.199 0.707 -0.199 0.4 -0.2 0.5
O -0.280 1.348 -1.152 0.0 -0.1 0.2
C -0.357 1.036 1.229 -0.4 -0.5 -0.6
H -1.444 0.920 1.234 0.0 0.2 -0.2
H 0.009 0.344 1.983 0.4 0.1 0.0
H -0.131 2.065 1.472 0.1 0.3 0.2
H 0.258 -1.936 0.488 0.1 0.4 -0.1
H -0.554 -2.003 -0.756 0.1 -0.1 0.5
O -0.485 -2.432 0.116 -0.2 -0.2 -0.5
```
Forces are in eV/Å.

## Properties
Net charge: -1
Relative energy (zero: lowest compared OMol25 entry of this formula, charge and spin) in kcal per mole: 5.6
Frontier orbital gap in eV: 8.72

---

No. 6
Formula: C2H5O3Ru
Source: the Open Molecules 2025 dataset
Level of theory: ωB97M-V/def2-TZVPD

XYZ file:
```
11
Properties=species:S:1:pos:R:3:forces:R:3
H -4.661 0.481 -0.421 0.2 -1.0 0.6
O -2.674 0.680 -0.444 -1.2 0.9 1.2
O -1.548 0.650 -1.085 0.6 -0.8 -0.4
C -3.824 0.148 -1.047 -1.4 1.6 -2.1
H -3.547 -0.868 -1.337 -0.6 -0.7 -0.1
Ru -0.874 2.312 -1.857 2.5 0.4 0.9
O -1.936 3.015 -3.293 -0.9 -0.8 -0.8
C -3.104 2.875 -3.701 -0.3 4.4 -0.8
H -3.293 3.137 -4.758 0.1 -1.3 -0.5
H -4.172 0.731 -2.081 1.3 -1.3 1.7
H -3.907 3.198 -3.015 -0.4 -1.2 0.3
```
Forces are in eV/Å.

## Properties
Net charge: +3
Multiplicity: 7
Frontier orbital gap (spin up / spin down) in eV: 10.48 / 7.69